(1)
17
Properties=species:S:1:pos:R:3:forces:R:3 method="wB97M-V/def2-TZVPD" homo_energy_ev=-7.36 e_above_lowest_ev=2.443 homo_lumo_gap_ha=0.304
C 0.701861 -0.537297 1.762933 -0.123 -0.197 -0.571
C -0.978562 0.101947 -1.696522 -0.017 -0.082 0.174
C 1.752694 0.815983 -0.340166 1.756 1.574 -1.080
C 0.441162 -0.439362 0.279067 -1.121 -2.413 -0.539
C -0.712158 0.100861 -0.230026 0.384 -0.544 -0.168
N -1.631707 0.761798 0.562676 0.305 0.083 0.021
O 1.030661 -1.521375 -0.546136 -1.055 1.524 1.207
O 1.716579 1.286245 -1.398028 -0.232 -0.318 0.793
H 1.924728 -1.682821 -0.223776 0.070 0.197 0.074
H -2.118988 1.526751 0.125059 -0.012 0.060 0.002
H -1.366376 0.942567 1.516393 -0.042 0.032 0.037
H 0.571393 0.426932 2.249951 0.049 0.134 0.010
H 1.725721 -0.856656 1.938993 0.116 0.059 0.009
H 0.031218 -1.262751 2.221279 -0.035 -0.058 0.060
H -0.351127 0.862330 -2.178095 0.047 0.007 0.026
H -2.021109 0.328801 -1.904874 -0.084 -0.031 -0.001
H -0.715992 -0.853955 -2.138729 -0.006 -0.026 -0.052

---

(2)
12
Properties=species:S:1:pos:R:3:forces:R:3 method="wB97M-V/def2-TZVPD" smiles="O=COCCO" homo_energy_ev=-10.41 e_above_lowest_ev=0.904 homo_lumo_gap_ha=0.414
O 1.411952 1.498574 -0.213554 0.039 -0.387 -0.356
C 1.400355 0.600025 -1.021039 0.105 0.283 0.183
O 0.830564 -0.592313 -0.859409 0.054 0.144 -0.056
C 0.172085 -0.815297 0.403585 -0.098 0.011 0.200
C -1.254499 -0.297449 0.382458 0.004 -0.425 0.015
O -1.354031 1.098831 0.241153 0.111 0.098 0.084
H 1.879303 0.649163 -2.008465 -0.036 0.008 0.118
H 0.186909 -1.898594 0.550342 -0.036 0.185 -0.043
H 0.755411 -0.331857 1.194746 -0.087 -0.102 -0.080
H -1.783996 -0.761273 -0.459434 0.035 0.072 0.118
H -1.741266 -0.645122 1.309192 0.086 0.114 -0.119
H -0.502786 1.495316 0.480427 -0.176 -0.004 -0.062

---

(3)
15
Properties=species:S:1:pos:R:3:forces:R:3 method="wB97M-V/def2-TZVPD" homo_energy_ev=-2.34 charge=-1 e_above_lowest_ev=1.171 homo_lumo_gap_ha=0.201
C 0.030661 2.326601 0.207983 -0.259 0.601 -0.064
S -0.879364 1.451271 -1.082580 -0.078 0.528 -0.504
H 1.099176 2.388997 0.010751 0.070 -0.020 -0.054
H -0.344773 3.353300 0.248067 0.049 0.044 0.271
H -0.106308 1.859222 1.186001 0.016 0.028 0.105
C -1.379346 -1.627996 -0.548839 0.234 0.002 0.095
C 0.124904 -1.506366 -0.472156 1.771 -0.083 0.257
S 0.849873 -1.252145 1.221411 -0.024 0.111 -0.228
S 2.401728 0.147117 0.790973 -0.540 -0.511 1.224
H -1.749440 -0.600938 -0.495109 -0.291 -0.187 0.170
H -1.776126 -2.267046 0.248610 -0.024 0.050 -0.109
H -1.661213 -2.051570 -1.523279 0.080 0.023 0.202
H 0.548983 -0.606798 -0.964325 -0.916 -0.452 -0.242
H 0.666182 -2.393203 -0.820431 -0.286 0.013 -0.173
H 2.175056 0.779558 1.992926 0.200 -0.148 -0.951

---

(4)
21
Properties=species:S:1:pos:R:3:forces:R:3 method="wB97M-V/def2-TZVPD" homo_energy_ev=-8.53 e_above_lowest_ev=5.233 homo_lumo_gap_ha=0.308
C -0.915842 0.698440 0.672514 -0.409 3.222 1.091
N -1.563225 0.335061 -0.634852 -0.249 -3.701 2.803
C -2.302756 -0.610792 -0.065031 -0.245 0.465 -3.465
C -0.001433 -0.349156 1.307801 0.526 -1.238 0.436
C 0.697846 -1.351517 0.324378 -0.271 3.117 -0.307
C 1.350840 -0.540283 -0.845115 1.927 1.004 1.109
N 2.365054 0.499536 -0.407452 0.179 -0.381 1.020
H -1.681518 0.986348 1.476462 0.759 -0.196 -0.921
H -0.313585 1.609292 0.493101 -0.342 -0.190 -0.050
H -0.331609 2.461585 -2.040317 -0.157 0.046 -0.205
H -2.221363 -1.682757 -0.322281 -0.410 0.245 -0.855
H -0.816585 2.566604 -2.600773 0.178 -0.014 0.192
H -3.210643 -0.427821 0.503549 0.550 0.485 1.586
H -0.604084 -0.951811 2.019234 0.252 0.211 -0.254
H 0.770903 0.153630 1.928534 -0.452 -0.109 -0.392
H -0.094009 -1.855996 -0.172784 -0.439 -1.327 -0.103
H 1.408402 -1.963887 0.896266 -0.266 -0.051 -0.545
H 1.948797 -1.228542 -1.434560 -0.253 -0.155 -0.425
H 0.689617 0.079837 -1.491781 -0.033 -1.198 0.598
H 2.925855 0.255723 0.433873 -0.389 -0.548 -0.978
H 1.899348 1.316514 -0.040757 -0.455 0.311 -0.337